1.
83
Properties=species:S:1:pos:R:3 method="wB97M-V/def2-TZVPD" e_tot_ev=-134660.02159 lumo_energy_ha=-0.292 total_charge=+2 gap_ev=5.585
C 1.4494 -0.1206 4.5799
C -1.4371 4.1869 -3.8884
H 1.3085 0.4031 2.5383
C 0.3390 3.2889 2.1270
H 3.6556 -5.5447 -0.4776
H 0.7854 5.1639 -0.7931
H -2.8823 -1.5272 -0.2934
H -1.0506 4.8285 -4.6792
H -2.2635 4.2595 0.1351
C -0.5483 3.6735 -2.9450
C -1.4255 4.2502 3.4473
C -0.1673 3.6574 3.3655
C -1.3725 -4.4915 0.4490
C 0.7782 -0.4702 5.7441
C 0.7148 0.0771 3.4188
H -1.7994 4.5705 4.4336
C 1.7564 -2.7487 1.3832
P -0.0868 -2.1424 -0.6170
H 4.8871 2.4144 -1.4042
C -1.5242 -3.1574 0.0309
C 2.9262 5.1797 -1.1812
H -4.7550 -2.6695 0.8780
C -2.4347 2.6851 -1.7655
C 1.1194 -2.5918 -3.1293
Al -0.0716 0.2081 0.5788
Se -1.8578 0.7084 1.9590
H 0.8847 0.1820 -4.1359
C -2.8142 3.9825 -3.7881
C -3.8246 -3.2022 0.7348
H 2.1324 -2.9412 -4.9747
C -3.6603 -4.4874 1.2391
H 0.2085 0.2068 -4.4134
H -2.4543 -0.6759 4.6061
C 1.9931 -4.1789 -0.5548
P 0.0098 2.2861 -0.4576
H 4.4993 -4.7255 1.7059
H -1.1091 -0.9108 6.7219
H 1.9576 -2.0372 -2.7017
C 3.6036 -4.2999 1.2531
C -2.4518 -5.1493 1.0268
H 2.9602 6.2721 -1.2643
C -1.1093 -3.5105 -2.9538
C 1.6076 3.1627 -0.8499
C 1.3394 -3.1238 0.1056
H 1.3517 2.8915 1.9942
H -4.3598 3.0272 -2.6554
H 0.2871 -4.2699 -5.9928
H -2.0272 -3.7069 -2.4058
H 1.1826 -1.9987 1.9228
C -0.9782 -4.0281 -4.2451
H 0.5122 3.8733 -3.0316
C -1.0540 2.9372 -1.8555
H -2.8275 2.1069 -0.9321
C 0.1878 -3.8612 -4.9822
H -3.4858 4.3986 -4.5344
C -0.7035 0.0181 3.4473
C -0.4543 3.4144 0.9805
H -1.7795 -4.6337 -4.6594
C -2.1875 4.4736 2.2914
H -4.4954 -4.9837 1.7310
H 3.2267 -2.9267 2.8788
C 2.9033 -3.3088 1.9262
C -1.7014 4.0555 1.0482
C 3.1207 -4.7548 0.0320
H 0.4604 3.4796 4.2488
C 3.9858 3.0081 -1.2594
C -2.7714 -2.5242 0.1323
C 4.0762 4.4020 -1.3704
C -3.2917 3.1881 -2.7440
C -0.6233 -0.6561 5.7859
H 5.0341 4.9083 -1.5382
H -3.1442 4.9836 2.3746
H 1.6524 -4.5639 -1.5125
C 1.6890 4.5689 -0.9433
C 2.7554 2.3809 -1.0381
H 2.7014 1.2928 -0.9871
H -2.3476 -6.1573 1.4079
H -0.4387 -5.0214 0.3265
C -1.3705 -0.4803 4.6195
C -0.0466 -2.7894 -2.3753
H 2.5412 0.0365 4.5170
H 1.3844 -0.6164 6.6249
C 1.2198 -3.1043 -4.4212

---

2.
92
Properties=species:S:1:pos:R:3 method="wB97M-V/def2-TZVPD" e_tot_ev=-135621.49232 relative_energy_kcal_mol=46.5 lumo_energy_ha="-0.354 / -0.354" total_charge=+3 gap_ev="3.358 / 3.357"
H 2.1786 -4.3035 0.6421
C -0.8481 -1.1558 5.5731
C -1.2119 1.7955 -1.0341
H 5.6148 2.4972 -1.8497
C -6.2288 -0.0566 -4.4073
C -5.3958 -1.4441 4.5851
Pt 1.3621 0.6765 -0.7117
N -0.4200 -0.4362 -1.1067
H -8.8227 -0.4867 -7.6067
H -8.5222 -3.2191 -4.1266
N 1.1769 -1.1131 1.2497
C 1.8692 -2.1635 0.8068
N -5.7400 -0.4096 -2.0474
C -7.8692 -2.3579 -4.1509
H -6.8728 -2.4779 3.4318
H -1.4317 -2.8965 2.5128
C 2.9826 -1.8020 -0.0721
C 1.5612 -3.4957 1.0000
C -6.3488 -0.7599 -3.1505
C -0.6014 -1.7523 -1.1513
H 0.6957 1.9607 7.2693
H -5.6381 -2.2698 1.3068
H 4.1161 -3.5331 0.4435
C -1.4902 0.3659 -1.2334
H 0.5198 -1.1372 3.2320
C -3.4781 -0.6815 3.3655
H -5.9392 -1.5422 5.5149
C -2.9475 -1.4802 -1.5846
C -4.1676 -0.7980 4.5685
C -4.0001 -1.2022 2.1835
C -0.1972 -1.2768 6.7885
C -3.8516 0.9081 -1.6001
H -9.1154 -2.1153 -8.2681
C -7.7407 -1.6494 -5.3874
H -5.6166 0.8346 -4.4594
H -0.0203 2.3691 2.3364
O -8.4336 -2.1188 -6.3629
H -7.4395 -1.5301 -8.1037
C -2.7734 -0.0993 -1.4916
N 3.9835 -0.2410 -1.4295
N 5.4303 1.5070 -1.8201
C 0.2689 1.0914 6.7881
C -0.4467 -2.7242 2.0939
H -0.1258 -4.7414 1.5768
C -1.1579 4.1864 2.1812
H 0.8618 -0.2535 8.3450
H 6.1595 0.8889 -2.1393
C 0.1643 -1.3641 2.2145
H -4.2070 2.0649 3.2720
N -5.0653 0.6617 -1.9186
As -1.8316 0.2603 3.3074
H -0.3024 4.7885 1.9024
C -3.5097 4.0113 2.6902
O -0.8905 -0.3249 1.9712
H 4.3412 -3.0061 -1.2269
H 0.2654 -2.3791 -0.9930
C 4.2681 1.0720 -1.3592
C -2.0987 2.0776 2.8264
H -0.4626 2.2018 5.1074
C -6.9025 -0.4859 -5.4941
H -6.8353 0.0478 -6.4304
H -3.7567 -0.3943 5.4856
H -2.5313 5.8342 2.1370
C 0.2764 -3.7355 1.5753
C 4.1961 -2.6636 -0.1989
C -2.4122 4.7730 2.3139
C -0.9961 2.8326 2.4308
H -1.9584 -3.3787 -1.4321
H 4.6692 -0.9272 -1.7138
C -5.2238 -1.8495 2.2136
H -1.2889 -2.0296 5.1067
N 2.8805 -0.6819 -0.6956
H 5.0849 -2.1093 0.1130
H -7.2897 -2.4187 -2.1079
C -5.9189 -1.9682 3.4121
S 3.1123 2.1408 -0.6986
C -0.3794 1.2264 5.5694
C -0.9318 0.0993 4.9681
C -7.2017 -1.9222 -3.0652
C -3.3566 2.6564 2.9542
H -4.4806 4.4747 2.8016
C -3.5348 2.3291 -1.3950
H -3.9181 -1.9099 -1.7878
H -0.1274 -2.2435 7.2682
C 0.3596 -0.1548 7.3920
C -2.2953 2.7583 -1.1393
H -2.0635 3.8032 -0.9911
C -8.4417 -1.5026 -7.6820
H -3.4415 -1.1179 1.2581
O -0.0543 2.1423 -0.7558
H -4.3652 3.0190 -1.4697
C -1.8567 -2.3034 -1.3931

---

3.
92
Properties=species:S:1:pos:R:3 method="wB97M-V/def2-TZVPD" e_tot_ev=-105492.06029 relative_energy_kcal_mol=7.2 lumo_energy_ha=0.067 total_charge=-1 gap_ev=5.875
C -0.7525 -3.1785 -3.8792
C 2.7282 2.1516 4.4271
H 4.9929 0.6055 -3.0944
C 3.9193 3.4571 -1.7760
C 3.2954 -6.0178 1.4467
C 1.4534 -1.6729 -3.1999
C 5.0077 2.1143 -0.1149
H 3.0146 3.8079 -2.2515
C 0.5737 -2.8268 2.4389
N -4.9721 -0.7930 3.0099
H -1.6251 -3.7691 -4.1277
C 6.3124 3.4463 -1.6226
N -2.9542 2.4649 3.9673
C 1.4968 -3.5864 3.0879
S -0.9575 1.8070 1.1044
H 1.5758 0.1602 1.9490
C 0.3969 -3.2885 -4.6416
C 4.8046 -0.1694 -3.8564
H 2.9715 -9.4130 1.1652
C 2.1684 1.0434 3.8126
H 5.3055 -1.0882 -3.5525
N 4.2222 -6.3063 3.4433
H -1.7033 -2.2628 -2.2244
H 0.4409 -3.9631 -5.4874
C -0.7849 -2.3092 -2.8002
N 3.9794 -7.4779 3.0105
H 3.5794 4.0894 4.1503
H -1.0130 3.7010 -3.2843
C 3.0207 3.1984 2.2814
H 4.1040 -2.5216 0.1397
C 0.3037 -1.5161 -2.4142
N 3.4019 -0.4442 -4.0649
C 1.0646 3.1624 -0.6642
C 3.8313 2.5842 -0.6975
H 4.2490 -3.8595 3.8212
H 3.4312 -1.6635 -2.4112
H 2.4204 -2.6103 -4.8584
C -0.5435 3.8491 -2.3220
H 1.8933 -8.6469 -0.9337
C 2.7412 -0.9472 -2.8712
C 3.5051 -1.7745 0.6612
C 3.1456 3.2276 3.6603
H 0.7374 2.1419 -2.5290
C -2.6798 1.8043 3.0624
H 1.6636 0.4508 -4.7284
H 7.1435 2.1841 -0.1032
H 1.8111 -6.2798 -1.5288
H 1.1101 4.3617 1.1185
H 5.2414 0.1674 -4.7978
C 2.9007 -8.3661 0.9149
C 2.4617 -2.3958 1.5147
H 2.8362 2.1777 5.5029
C -2.2713 1.0652 1.9454
H 2.7988 1.5910 -3.9514
H 1.4068 -4.2895 3.8907
C -2.9498 -0.0919 1.6159
H 1.8425 0.1978 4.4014
C 2.7152 0.7040 -4.6059
H 2.5442 -0.1336 -2.1424
H 3.1420 0.9495 -5.5802
C 1.5013 -2.5389 -4.2897
P 2.2433 1.8637 -0.1462
S -2.6540 -1.1763 0.3112
H 3.3769 4.0359 1.6954
C -0.9517 4.8865 -1.4974
C 3.3958 -7.3914 1.7833
H 2.6555 -4.5444 -0.0158
H 7.2740 3.8037 -1.9641
C -0.3332 5.0779 -0.2750
C 5.1509 3.8922 -2.2303
H 4.7236 -3.5426 2.1223
H -0.4839 -2.7503 2.6031
C 0.6736 4.2250 0.1405
H -1.7631 5.5320 -1.7990
H 2.9977 -1.1578 -0.0787
H 4.1687 -1.1411 1.2536
C -4.0513 -0.4548 2.4044
C 2.2553 -6.5683 -0.5883
N 2.7090 -3.3056 2.4992
H 5.2044 4.5768 -3.0671
C 0.4464 2.9805 -1.9018
C 2.3208 -7.9250 -0.2540
C 6.2375 2.5490 -0.5685
Ca -0.1981 -0.3267 -0.4647
N 3.8359 -5.3842 2.5297
N 1.1902 -2.0894 1.4728
C 2.4446 2.0920 1.6608
H 4.9497 1.4087 0.7043
H -0.6494 5.8858 0.3703
C 2.7397 -5.5857 0.2513
C 2.0239 1.0175 2.4380
C 3.9511 -3.9768 2.7711

---

4.
116
Properties=species:S:1:pos:R:3 method="wB97M-V/def2-TZVPD" e_tot_ev=-220031.76833 relative_energy_kcal_mol=173.6 lumo_energy_ha="-0.270 / -0.288" total_charge=+1 gap_ev="3.685 / 3.181" multiplicity=2
O -3.2132 -3.5716 -0.1139
N -2.9378 -3.2833 10.7008
C 1.0508 -2.6727 2.6312
H -7.4990 5.6076 -5.1528
C -9.0748 4.3834 -4.3822
C -3.2607 -1.2669 12.1866
H 1.2652 2.1092 9.9813
H -0.3261 1.6750 8.2670
H -2.3932 -4.4548 13.1610
Cl 0.9850 -5.8947 -11.7076
C -9.4060 3.4712 -3.4100
H 7.9545 0.5162 2.3023
H 0.6173 2.3523 -6.4781
C 7.3404 2.1381 0.8756
C -2.9500 -1.4859 14.5980
O -3.2002 -2.5720 9.7275
C 2.7641 4.8568 -7.4104
H 0.1431 -6.6816 -9.6531
H 2.0642 5.9499 8.4411
Cl -0.1775 -3.0634 -10.2559
H -0.7127 10.0079 -2.0758
C 0.0426 4.2530 -7.1868
H -3.4479 0.3624 13.5588
O -0.2747 7.5726 -8.2904
H 3.1178 2.9005 -6.6805
O 0.8544 -2.7351 -0.0539
S -1.7924 -3.3124 -0.3339
O -2.5953 -4.4066 10.6576
H 1.6515 10.4003 -3.0372
H -10.3445 2.9579 -3.2615
H -1.1493 7.8906 -0.8525
C 4.1410 -12.2209 -5.1129
C 1.7668 4.0659 9.3114
C 2.1388 7.4341 -1.4147
O -5.0387 3.2139 -1.7069
C -7.7290 4.8433 -4.4253
C 0.0915 2.6707 8.2876
O 0.0065 -0.7312 1.1906
N -6.1680 2.8299 -1.5514
C 2.3785 8.5529 -2.1591
C -8.4575 2.9184 -2.5484
H 8.9990 0.5433 0.9620
H 6.6848 2.5594 1.6377
F 0.0752 -5.3402 0.4161
F 0.2706 -2.6571 3.6537
C 1.0854 2.8935 9.2609
H 0.1659 5.6723 6.6916
Cu -4.9198 -1.8935 3.7019
N -1.3799 -2.8748 1.3236
H 2.9517 6.7640 -1.1766
H 3.2175 -10.6739 -4.0800
H 2.1666 6.8244 -8.0547
H -2.5125 -3.4649 15.3366
C 4.0337 -14.4181 -4.1347
H 1.4231 -4.5732 -9.0852
N 3.7382 8.7424 -2.6112
N 4.3536 -11.3963 -6.3223
F 1.5414 -3.8669 2.4243
O 5.0603 -11.9087 -7.2042
H -1.0291 -5.7389 -10.4661
H -2.8666 -1.0784 15.5947
H -3.6117 -0.7177 11.3254
C 3.3683 -11.7423 -4.0318
O -1.5066 -2.3829 -1.4156
F 2.0521 -1.8047 2.7821
H -9.8748 4.6359 -5.0623
C -3.2603 -0.6984 13.4823
O -6.5227 2.1325 -0.5907
F -1.7732 -6.0817 -0.3963
C 2.3396 3.5860 -6.9819
N -1.3119 3.4265 6.3568
H 2.4941 4.2861 10.0788
H -0.1182 -4.5628 -8.4038
C 2.8575 -12.5793 -3.0202
C 0.4175 4.9171 7.4215
C 4.4962 -13.5797 -5.0917
Cl 9.5844 2.0823 2.4978
C 1.4516 5.0626 8.3801
C 1.4032 9.5620 -2.4031
O -1.7270 4.4292 5.7653
Cl 6.4187 1.3091 -0.4368
H -5.7524 4.7594 -3.4917
C -0.8596 -5.1582 -0.5665
C -2.6802 -3.4143 13.1978
C -2.9884 -2.6468 12.0167
C 0.0807 9.2832 -1.9668
N -0.5757 6.4563 -8.0666
C 1.8342 5.8635 -7.6906
C 0.3728 -4.5835 -9.3767
C -0.1530 8.1285 -1.1946
C 1.0073 3.2921 -6.8402
C -0.2458 3.6935 7.3586
C 8.3777 1.2022 1.5686
C 3.1880 -13.9246 -3.1197
H -8.6308 2.0525 -1.9267
S 0.0473 -2.1921 1.0515
H 5.1206 -13.9723 -5.8806
C -2.7420 -2.8253 14.4971
H 4.1459 -15.4802 -4.2955
C 0.0295 -5.7496 -10.2067
F -0.3724 -5.2998 -1.8000
O 3.8755 9.3777 -3.6590
H 3.8278 5.0399 -7.4476
H 2.1106 -12.2894 -2.2960
H 0.5563 6.3442 -0.4053
O -1.7767 2.2820 6.1437
O -1.7649 6.1582 -8.1519
O 4.6878 8.2020 -2.0024
C 0.8756 7.2348 -0.9263
H 7.8011 2.9921 0.3791
H 2.8212 -14.6734 -2.4332
C 0.4596 5.5023 -7.6395
C -6.7714 4.4016 -3.4890
H -0.9855 3.9225 -7.1781
O 3.7483 -10.3212 -6.4017
C -7.1304 3.3674 -2.5076

---

5.
90
Properties=species:S:1:pos:R:3 method="wB97M-V/def2-TZVPD" e_tot_ev=-137598.18569 relative_energy_kcal_mol=33.9 lumo_energy_ha=-0.028 gap_ev=7.128
H -3.1949 -0.7565 -4.3939
C -0.1664 -6.8656 -0.4760
H 2.4508 -4.0789 0.9540
H 0.2214 -4.4060 1.4745
H -1.2951 -4.9991 0.8224
H -3.9158 0.2723 -0.6880
C -2.2017 -1.1012 -4.1326
H 2.0615 2.3898 -1.7188
C 6.3986 0.4861 2.0029
C -3.6586 1.9729 0.6108
C 5.6373 0.2531 0.8748
C 0.9334 0.3135 -2.4989
H -2.3214 0.5775 3.1392
H 0.6825 4.2592 4.4858
H 7.4789 0.4523 1.9351
H 1.9428 0.0582 -2.8279
C 2.1587 0.7015 2.3640
O 1.4554 1.0815 1.2438
H -0.4879 -3.6546 0.0381
H 6.1142 0.0203 -0.0691
H 3.4800 -3.0115 -0.0155
N 1.6801 2.3577 -0.7800
C -0.5296 -2.8171 -4.1044
C -1.3270 6.0170 -0.5314
H -1.8479 -0.2115 -0.7871
C -0.3197 -4.6016 0.5475
C 4.4082 0.7797 3.2872
C 5.7847 0.7445 3.2250
Ge -1.7018 1.9555 0.6189
H -0.2603 2.7443 6.1951
C 3.6263 0.5868 2.1450
H -0.9474 2.5915 -2.2453
O 2.2257 -4.1239 -1.1230
C -4.4094 1.0517 -0.1183
C 1.9910 -6.2317 -2.0451
H -2.5006 -3.0777 -4.9217
C -0.8875 4.7169 -2.5004
C -0.0252 -0.6447 -3.1638
C 4.2358 0.2990 0.9122
C -1.6611 1.3882 3.4298
O 0.8803 -1.7929 -0.7115
H -6.2259 3.8152 1.8583
C -1.8143 -2.4026 -4.4266
C -1.0458 3.5546 -1.7575
C -1.1508 2.2473 2.4556
S 3.4255 -0.0883 -0.6128
H 1.7988 -8.1995 -2.8827
H 1.0201 3.1247 -0.6720
C -6.4545 2.1039 0.5813
H -1.4470 6.9787 -0.0486
H 6.3765 0.9083 4.1158
H -3.7729 3.6913 1.9012
W 0.8646 0.1740 -0.2913
H -1.6227 0.7831 -3.3018
C 0.3463 -7.7995 -1.3530
H 1.3606 -2.2768 -3.2586
H 3.8976 0.9576 4.2245
H -1.0283 -7.1260 0.1254
C 2.4752 -3.4311 0.0769
O 1.5258 -1.6148 1.3442
H -1.7356 0.8802 5.5115
C -1.0115 5.9532 -1.8812
H 0.1300 3.9430 2.1133
C -5.7192 3.0341 1.3050
C -1.4995 4.8502 0.2036
C 1.4149 -7.4808 -2.1721
H -0.6701 4.6597 -3.5599
C 0.3828 -5.5876 -0.3544
C -5.7990 1.1136 -0.1337
C -1.3346 3.5980 -0.3914
C -0.2969 3.2748 2.8514
C 1.5091 -5.3008 -1.1308
C 1.5934 -2.2382 0.2876
C -1.0450 0.2990 -0.2596
H -1.7734 4.9218 1.2488
H -6.3655 0.3892 -0.7054
C -0.5079 2.6029 5.1507
C -1.3411 1.5616 4.7683
C -4.3337 2.9661 1.3212
H -7.5361 2.1512 0.5784
H 2.8399 -5.9481 -2.6535
O 1.6225 0.5506 3.4159
C 0.0192 3.4552 4.1916
H 0.7033 1.3089 -2.8760
H -0.2084 -3.8237 -4.3428
C -1.3124 -0.2356 -3.5130
Cl -0.3717 -9.3836 -1.4403
H -0.8704 6.8631 -2.4501
C 0.3566 -1.9431 -3.4904
H 2.4436 2.4684 -0.1244